Entry 1:
DFT (ωB97M-V/def2-TZVPD) results for a molecular structure, C5H11NO at a distorted geometry.

E_LUMO: 0.8 eV
Energy relative to the best compared isomer or geometry (same formula, charge and spin): 298.6 kJ/mol
Highest occupied orbital energy: -8.86 eV
Total charge: 0
Frontier orbital gap: 9.6257 eV
Molecular weight: 101.15 g mol⁻¹

Each line ends with the natural charge from an NBO analysis.
Positions of all 18 atoms, in Å:
H  2.847  0.778  0.817  0.242
C  0.437  0.715  0.174  0.640
H  -3.013  0.831  0.308  0.211
C  -0.965  0.436  -0.287  -0.302
C  2.789  0.072  -0.010  -0.422
H  -0.756  -1.782  0.352  0.227
C  -1.262  -1.445  -0.527  -0.645
H  -0.865  -1.977  -1.425  0.211
N  1.390  -0.148  -0.286  -0.619
H  -2.345  -1.627  -0.516  0.221
H  3.308  0.501  -0.872  0.188
H  -1.191  -0.071  -1.233  0.288
O  0.707  1.631  0.944  -0.635
H  -1.923  0.282  1.615  0.202
H  -1.834  1.931  1.039  0.251
H  3.278  -0.862  0.279  0.194
H  1.143  -0.707  -1.085  0.383
C  -2.002  0.898  0.708  -0.635

***

Entry 2:
DFT (ωB97M-V/def2-TZVPD) results for a molecular structure, C5H11NO at a distorted geometry.

E_LUMO: 0.8 eV
Energy relative to the best compared isomer or geometry (same formula, charge and spin): 478.2 kJ/mol
Highest occupied orbital energy: -8.12 eV
Total charge: 0
Frontier orbital gap: 8.9212 eV
Molecular weight: 101.15 g mol⁻¹

Each line ends with the natural charge from an NBO analysis.
Positions of all 18 atoms, in Å:
H  -0.565  1.295  1.350  0.213
H  -1.635  -0.746  1.478  0.218
H  0.291  2.644  -0.884  0.221
H  1.712  -0.402  -1.121  0.392
C  0.226  1.075  0.637  -0.470
H  -0.241  -1.602  0.603  0.209
C  -1.856  -1.051  -0.640  -0.454
O  1.304  -1.026  1.940  -0.621
N  1.893  -0.881  -0.254  -0.870
C  -0.050  1.617  -0.737  -0.645
H  1.127  1.493  1.084  0.207
H  0.460  1.085  -1.542  0.186
C  -1.170  -0.907  0.516  -0.310
C  1.060  -0.686  0.811  0.692
H  2.872  -1.018  -0.054  0.410
H  -2.936  -1.078  -0.616  0.206
H  -1.385  -1.356  -1.562  0.195
H  -1.109  1.545  -1.009  0.222

***

Entry 3:
DFT (ωB97M-V/def2-TZVPD) results for C5H11NO in the gas phase at a distorted geometry.

E_LUMO: 1.0 eV
Structure (SMILES): C=CCCNCO
Energy relative to the best compared isomer or geometry (same formula, charge and spin): 208.7 kJ/mol
Highest occupied orbital energy: -9.10 eV
Total charge: 0
Frontier orbital gap: 10.1153 eV
Molecular weight: 101.15 g mol⁻¹

Each line ends with the natural charge from an NBO analysis.
Positions of all 18 atoms, in Å:
C  0.344  -1.802  -1.029  -0.172
O  0.759  1.991  2.810  -0.720
H  1.358  2.727  2.708  0.471
H  -0.154  -3.837  -1.333  0.196
H  0.207  2.884  1.050  0.156
H  -0.577  -0.256  -2.247  0.206
H  0.953  0.223  -1.639  0.226
N  0.506  0.909  0.697  -0.652
H  -1.299  1.102  -0.391  0.193
C  -0.002  1.961  1.594  0.097
H  -1.036  1.795  1.896  0.148
H  1.041  -1.953  -0.214  0.196
C  -0.558  0.338  -0.145  -0.221
C  0.077  -0.370  -1.380  -0.453
H  -1.000  -2.660  -2.432  0.191
H  -1.165  -0.414  0.381  0.175
C  -0.302  -2.801  -1.617  -0.397
H  0.847  0.161  1.292  0.361

***

Entry 4:
DFT (ωB97M-V/def2-TZVPD) results for a molecular structure, C5H11NO.

E_LUMO: 0.9 eV
Energy relative to the best compared isomer or geometry (same formula, charge and spin): 368.1 kJ/mol
Highest occupied orbital energy: -9.57 eV
Total charge: 0
Frontier orbital gap: 10.5089 eV
Molecular weight: 101.15 g mol⁻¹

Each line ends with the natural charge from an NBO analysis.
Positions of all 18 atoms, in Å:
H  0.249  -0.045  -0.916  0.460
H  -1.485  -1.633  1.092  0.230
C  2.905  0.550  -0.189  -0.418
C  -1.601  -1.493  0.012  -0.610
H  -1.536  1.014  1.291  0.225
H  -2.656  1.129  -0.081  0.211
C  0.708  -0.146  0.522  0.777
H  3.103  1.557  -0.572  0.201
C  -1.599  1.058  0.199  -0.612
O  0.597  -0.407  1.681  -0.578
H  3.565  -0.150  -0.711  0.200
H  -1.092  1.969  -0.138  0.217
N  1.508  0.220  -0.436  -0.694
H  3.140  0.530  0.880  0.206
C  -0.953  -0.183  -0.408  -0.501
H  -1.158  -2.354  -0.498  0.215
H  -1.076  -0.099  -1.512  0.260
H  -2.673  -1.475  -0.218  0.209

***

Entry 5:
DFT (ωB97M-V/def2-TZVPD) results for C5H11NO in the gas phase.

E_LUMO: 0.9 eV
Structure (SMILES): CC(C)N(C)C=O
Energy relative to the best compared isomer or geometry (same formula, charge and spin): 41.8 kJ/mol
Highest occupied orbital energy: -9.29 eV
Total charge: 0
Frontier orbital gap: 10.1710 eV
Molecular weight: 101.15 g mol⁻¹

Each line ends with the natural charge from an NBO analysis.
Positions of all 18 atoms, in Å:
H  1.156  -1.686  0.502  0.197
H  -2.163  -0.015  0.759  0.198
C  0.335  0.753  1.595  -0.619
H  1.790  -1.015  -1.025  0.227
H  -0.101  -0.097  2.134  0.202
H  -1.548  0.295  -2.445  0.106
C  1.585  -0.794  0.026  -0.618
C  -1.683  -0.565  -0.059  -0.405
O  0.338  1.061  -2.532  -0.622
H  1.262  1.027  2.109  0.221
H  -2.435  -0.749  -0.831  0.213
H  1.121  1.263  -0.338  0.232
C  -0.588  0.533  -1.946  0.537
H  -1.346  -1.535  0.326  0.195
H  2.537  -0.581  0.523  0.214
H  -0.356  1.599  1.669  0.216
N  -0.585  0.183  -0.632  -0.440
C  0.642  0.404  0.141  -0.053

***

Entry 6:
DFT (ωB97M-V/def2-TZVPD) results for 2 unconnected molecules or ions with the total composition C5H11NO at a distorted geometry.

E_LUMO (alpha / beta): 1.0 / -1.4 eV
2S+1: 3
Energy relative to the best compared isomer or geometry (same formula, charge and spin): 15.3 kJ/mol
⟨S²⟩: 2.01
Highest occupied orbital energy (alpha / beta): -5.54 / -11.13 eV
Total charge: 0
Frontier orbital gap (alpha / beta): 6.5326 / 9.7444 eV
Molecular weight: 101.15 g mol⁻¹

Each line ends with the Löwdin spin population.
Positions of all 18 atoms, in Å:
H  -0.829  1.737  -0.307  0.003
H  2.228  0.812  2.986  0.056
C  -0.998  -0.218  0.367  0.130
H  -0.974  0.634  -1.621  0.002
C  -1.367  -1.540  -0.210  0.023
H  -1.547  0.139  1.397  0.019
H  -2.292  1.109  -0.741  0.003
C  -1.287  0.841  -0.657  0.011
H  2.490  1.959  1.535  0.046
H  -0.890  -1.611  -1.085  0.006
C  0.457  -0.244  0.575  0.564
H  2.565  -0.143  -1.801  0.002
H  -1.022  -2.383  0.405  0.006
N  1.135  0.540  1.205  0.398
H  1.102  -0.542  -1.598  0.017
O  1.745  -0.502  -2.269  0.030
C  1.977  1.149  2.029  0.684
H  -2.494  -1.737  -0.211  0.001

***

Entry 7:
DFT (ωB97M-V/def2-TZVPD) results for 2 unconnected molecules or ions with the total composition C5H11NO at a distorted geometry.

E_LUMO (alpha / beta): -5.5 / -8.2 eV
2S+1: 2
Energy relative to the best compared isomer or geometry (same formula, charge and spin): 277.1 kJ/mol
⟨S²⟩: 0.76
Highest occupied orbital energy (alpha / beta): -14.99 / -15.00 eV
Total charge: +1
Frontier orbital gap (alpha / beta): 9.4979 / 6.8471 eV
Molecular weight: 101.15 g mol⁻¹

Each line ends with the Löwdin spin population.
Positions of all 18 atoms, in Å:
C  0.860  1.165  1.519  0.002
H  1.222  -2.055  1.101  0.000
H  1.402  0.271  1.207  0.002
H  1.483  2.027  1.239  0.000
C  -1.935  -0.532  -0.173  0.445
C  -0.794  0.222  -0.288  0.166
C  -0.508  1.214  0.842  0.041
H  -1.194  0.848  1.618  0.003
H  1.877  0.574  -2.133  0.004
C  0.923  0.879  -1.707  0.044
H  -2.253  -1.434  -0.686  0.021
H  -0.882  2.197  0.507  0.019
H  0.638  1.937  -1.590  0.010
O  0.731  -2.539  0.426  0.018
H  0.897  1.235  2.601  0.000
N  0.225  -0.030  -1.161  0.208
H  -2.790  -0.078  0.327  0.018
H  0.556  -1.868  -0.233  0.000

***

Entry 8:
DFT (ωB97M-V/def2-TZVPD) results for a gas-phase ion, C5H11NO2 (charge -1) at a distorted geometry.

E_LUMO (alpha / beta): 4.0 / 3.9 eV
2S+1: 2
Energy relative to the best compared isomer or geometry (same formula, charge and spin): 131.3 kJ/mol
⟨S²⟩: 0.75
Highest occupied orbital energy (alpha / beta): 0.56 / -3.18 eV
Total charge: -1
Frontier orbital gap (alpha / beta): 3.4179 / 7.0797 eV
Molecular weight: 117.15 g mol⁻¹

Each line ends with the Löwdin spin population.
Positions of all 19 atoms, in Å:
O  2.730  0.784  0.866  0.020
H  -0.369  1.822  0.209  0.028
H  1.413  2.028  -1.725  0.047
C  0.361  1.013  0.005  0.074
C  -1.405  -0.647  -0.552  0.005
H  -1.094  -0.809  -1.590  0.002
H  0.381  -1.045  0.197  0.000
H  -2.387  -1.795  1.077  0.000
H  -2.912  -2.177  -0.598  0.000
N  -0.254  -0.265  0.258  0.002
C  1.388  1.287  1.124  0.055
C  1.022  1.050  -1.372  0.403
O  1.253  -0.022  -2.007  0.328
H  2.834  -0.049  1.325  0.005
H  -2.115  0.188  -0.536  0.004
H  1.565  2.371  1.130  0.007
H  1.094  0.880  2.105  0.017
H  -1.425  -2.749  0.049  0.000
C  -2.082  -1.863  0.033  0.001

***

- Which value of total charge does entry 1 give?
  0

***

- molecular weight of number 8 (C5H11NO2)?
  117.15 g mol⁻¹